Record 1
ORCA calculation (the ωB97M-V functional and the def2-TZVPD basis) on a molecular structure, C47H46N9O6SSr.

Values from the calculation:
E_HOMO: -5.26 eV
Multiplicity: 1
HOMO-LUMO gap: 7.23 eV
Net charge: -1
Lowest unoccupied orbital energy: 1.976 eV

Element x y z (Å)
1 Sr -0.63525 -0.77203 0.05978
2 C 1.08869 -1.58315 -3.31766
3 C 1.71085 -2.69361 -2.51849
4 C 3.02163 -3.08941 -2.75127
5 C 3.59893 -4.09965 -1.99775
6 C 2.85425 -4.71142 -1.00211
7 C 1.53699 -4.34686 -0.74527
8 C 0.78507 -4.97468 0.39025
9 C 0.95593 -3.33466 -1.52263
10 N -0.34786 -2.84219 -1.25997
11 C -1.37501 -3.69342 -1.32348
12 O -1.41834 -4.85969 -1.72723
13 C -2.70795 -3.11129 -0.77864
14 C -3.84826 -3.89769 -0.67198
15 C -4.98027 -3.33201 -0.10465
16 C -4.97197 -2.01341 0.33565
17 C -3.80671 -1.28104 0.17804
18 N -2.72985 -1.84291 -0.37382
19 C -3.75706 0.23441 0.52252
20 O -4.77326 0.71658 1.03134
21 N -2.63991 0.87884 0.13900
22 C -2.77140 2.27247 -0.05443
23 C -3.69522 2.78878 -0.98678
24 C -4.58321 1.88372 -1.78828
25 C -3.77937 4.16341 -1.17322
26 C -2.96176 5.04409 -0.48483
27 C -2.01912 4.53123 0.39047
28 C -1.90618 3.16346 0.60956
29 C -0.86826 2.66615 1.57363
30 H 1.74031 -1.28910 -4.14382
31 H 0.91391 -0.68464 -2.71830
32 H 0.12238 -1.88470 -3.72377
33 H 3.58882 -2.58779 -3.52800
34 H 4.62481 -4.40011 -2.17598
35 H 3.30615 -5.48461 -0.38957
36 H 1.43588 -5.65217 0.94593
37 H -0.08069 -5.52998 0.02873
38 H 0.43268 -4.20236 1.07858
39 H -3.80407 -4.91636 -1.03019
40 H -5.88383 -3.92263 -0.00309
41 H -5.83034 -1.53389 0.78414
42 H -4.03914 1.00125 -2.13583
43 H -4.98355 2.40883 -2.65762
44 H -5.41766 1.52216 -1.18672
45 H -4.50389 4.54357 -1.88638
46 H -3.04431 6.11177 -0.64530
47 H -1.35197 5.20237 0.92140
48 H -0.21498 3.48212 1.88830
49 H -0.22134 1.89846 1.14394
50 H -1.32596 2.24911 2.46919
51 C -1.17217 -0.43987 3.42145
52 N -1.69796 -1.69578 2.85676
53 C -0.95685 -2.81429 3.46381
54 N -1.07052 -2.81969 4.92650
55 C -0.55437 -1.54149 5.42286
56 N -1.28287 -0.38974 4.88007
57 C -2.69769 -0.54046 5.22933
58 N -3.26691 -1.79185 4.72475
59 C -3.10906 -1.80141 3.26746
60 C -2.48857 -2.89995 5.27696
61 H -1.74403 0.38094 2.98854
62 H -0.12101 -0.35556 3.13719
63 H 0.08838 -2.73016 3.17734
64 H -1.36058 -3.75052 3.06955
65 H 0.49733 -1.45488 5.14275
66 H -0.63633 -1.52695 6.51278
67 H -3.25917 0.29510 4.80636
68 H -2.79391 -0.51987 6.31809
69 H -3.67369 -0.96848 2.84702
70 H -3.51368 -2.73621 2.87175
71 H -2.89353 -3.84063 4.89662
72 H -2.58472 -2.89221 6.36613
73 S 0.18424 6.29881 -2.13688
74 C 0.21612 4.52428 -2.10598
75 C -0.80411 3.81255 -2.71505
76 C -0.79162 2.43202 -2.60945
77 N 0.15598 1.73938 -1.98258
78 C 1.13477 2.43648 -1.40220
79 C 1.20152 3.82016 -1.43203
80 C 1.47252 6.64837 -3.31051
81 C 1.23239 6.62968 -4.67769
82 C 2.27214 6.92575 -5.54402
83 N 3.50493 7.23923 -5.14875
84 C 3.72240 7.26174 -3.83654
85 C 2.75194 6.97836 -2.88698
86 H -1.61065 4.31870 -3.22471
87 H -1.59018 1.85219 -3.05976
88 H 1.87589 1.85118 -0.87351
89 H 1.99929 4.33902 -0.91678
90 H 0.25031 6.38517 -5.05939
91 H 2.09928 6.91097 -6.61412
92 H 4.72651 7.51835 -3.51827
93 H 2.98573 7.01593 -1.83162
94 O 1.13903 -1.71585 1.55877
95 C 1.92314 -1.05422 0.83446
96 O 1.54499 -0.03926 0.16304
97 C 3.36600 -1.42608 0.72034
98 C 3.87823 -2.39163 1.57789
99 C 5.21072 -2.80506 1.49976
100 C 5.97018 -2.21504 0.52034
101 O 7.28403 -2.46881 0.21470
102 C 7.60457 -1.60334 -0.87793
103 O 6.43534 -0.87065 -1.22919
104 C 5.46140 -1.25929 -0.33449
105 C 4.16471 -0.83076 -0.26384
106 H 3.20712 -2.83656 2.29875
107 H 5.61930 -3.56235 2.15323
108 H 7.92006 -2.20861 -1.72989
109 H 8.38670 -0.90816 -0.56172
110 H 3.74764 -0.10402 -0.94488

Cartesian forces, eV/Å:
-0.451 0.784 0.167
0.038 0.087 -0.118
-0.062 0.003 0.054
-0.052 0.021 0.027
0.016 0.005 -0.001
0.035 -0.036 0.033
0.061 0.088 0.010
0.054 -0.062 0.033
-0.319 0.152 -0.134
-0.101 -0.686 0.001
-0.411 0.319 0.142
0.053 -0.083 -0.047
0.144 0.065 -0.020
0.110 0.014 -0.010
-0.112 -0.040 0.025
0.018 0.058 0.027
0.205 0.204 -0.230
-0.655 -0.259 -0.204
0.097 -0.253 -0.518
-0.129 -0.077 0.136
-0.480 -0.083 -0.072
0.151 -0.124 0.293
0.036 0.038 0.103
-0.009 -0.064 -0.061
-0.037 -0.010 -0.029
0.001 0.005 -0.014
-0.013 0.007 0.012
-0.050 -0.023 -0.107
0.051 0.015 0.052
-0.005 -0.046 0.009
0.011 -0.049 0.058
-0.008 -0.013 -0.011
0.036 -0.017 0.001
0.003 0.000 0.007
0.013 -0.005 -0.006
-0.001 0.001 0.006
-0.002 -0.010 -0.005
-0.030 0.035 -0.012
-0.048 -0.012 0.024
0.009 0.001 -0.004
-0.032 -0.033 0.000
0.024 0.005 0.022
0.013 0.004 0.019
-0.029 -0.022 0.047
-0.001 0.015 0.001
0.005 0.016 0.004
0.011 0.004 0.000
-0.029 0.010 -0.019
0.002 -0.049 -0.046
-0.023 0.003 0.032
0.017 -0.148 -0.045
-0.030 0.188 0.013
-0.057 -0.036 -0.055
-0.019 0.030 -0.013
0.019 0.019 0.010
-0.002 -0.060 -0.001
-0.015 0.022 0.026
0.025 0.010 -0.004
0.020 -0.126 -0.077
0.002 -0.046 0.029
-0.016 0.038 0.023
0.011 0.053 0.029
0.021 -0.017 0.012
0.005 -0.001 0.017
0.004 0.000 0.011
0.011 0.002 0.000
0.007 0.009 0.010
-0.020 0.001 -0.008
-0.002 0.015 0.017
-0.024 0.019 -0.003
0.001 0.000 -0.003
-0.008 0.002 -0.004
-0.211 0.294 0.199
-0.031 -0.251 -0.197
0.077 0.066 0.009
-0.094 -0.199 -0.139
-0.122 0.041 0.223
0.036 -0.022 -0.062
0.079 0.089 0.046
0.240 -0.100 -0.110
-0.098 -0.047 0.037
0.023 0.007 -0.044
-0.065 -0.008 0.045
0.024 0.012 -0.005
-0.033 0.020 0.085
0.001 0.002 -0.005
-0.016 -0.016 0.027
0.010 0.003 0.017
0.014 -0.006 -0.013
-0.003 -0.008 -0.001
0.026 0.004 -0.022
0.024 0.005 -0.022
0.012 -0.009 -0.001
0.423 -0.004 -0.012
0.307 0.647 -0.076
1.253 0.024 0.217
0.051 -0.405 0.243
0.078 0.003 -0.105
-0.113 0.085 -0.061
0.074 -0.145 0.130
0.017 0.093 -0.116
-0.145 -0.027 0.091
0.060 -0.055 0.054
-0.009 0.088 -0.096
-0.033 -0.078 0.032
-0.018 -0.005 0.023
0.010 -0.009 0.011
0.057 0.026 -0.008
0.036 -0.014 -0.047
0.000 0.019 -0.006


Record 2
ORCA calculation (the ωB97M-V functional and the def2-TZVPD basis) on a molecular structure, C47H47BrIrN6O2P.

Values from the calculation:
E_HOMO (alpha / beta): -4.90 / -7.89 eV
Multiplicity: 5
HOMO-LUMO gap (alpha / beta): 4.85 / 5.18 eV
Lowest unoccupied orbital energy (alpha / beta): -0.044 / -2.710 eV
Energy above the lowest of the compared OMol25 structures with the same formula, charge and spin: 95.17 kcal per mole

Element x y z (Å)
1 Ir -0.02297 0.18773 0.06365
2 C -0.29954 3.51022 -2.66038
3 C -0.45399 4.64332 -1.81451
4 C -0.70011 4.44250 -0.44741
5 C -0.98241 3.14855 0.00501
6 N -0.49911 2.04706 -0.73128
7 C -0.45244 2.23309 -2.09232
8 N -1.75108 3.02020 1.09943
9 C -1.97753 1.90695 1.75406
10 N -1.34134 0.68104 1.53513
11 C -2.01565 -0.30247 2.31268
12 N -1.62893 -1.45947 2.55425
13 C -0.76719 -2.25088 1.94052
14 C -0.87250 -3.61928 2.37974
15 C 0.22788 -4.41738 2.31408
16 C 1.35673 -3.91894 1.61668
17 C 1.22544 -2.68911 0.94187
18 N 0.19025 -1.82828 1.05132
19 C -3.08816 0.36718 3.02846
20 C -3.87010 -0.15222 4.06236
21 C -4.56284 0.69012 4.87676
22 C -4.49569 2.07103 4.66747
23 C -3.69553 2.58396 3.67405
24 C -3.03702 1.74441 2.78572
25 H -0.10501 3.63422 -3.66728
26 H -0.42757 5.62706 -2.24696
27 H -0.92448 5.31622 0.14334
28 H -0.52630 1.35417 -2.67811
29 H -1.77523 -3.88906 2.84848
30 H 0.17687 -5.44415 2.70111
31 H 2.35471 -4.40889 1.49448
32 H 1.93178 -2.41929 0.14785
33 H -3.95052 -1.18917 4.24467
34 H -5.16147 0.28073 5.72403
35 H -5.01738 2.82460 5.27007
36 H -3.60175 3.62964 3.51423
37 C 3.57320 0.37795 3.52920
38 C 2.17132 0.17648 2.90831
39 C 1.03717 0.67120 3.87520
40 P 1.91161 0.79800 1.14482
41 C 2.54248 2.57934 1.43222
42 C 2.97380 3.12153 0.04089
43 C 1.63342 3.47432 2.22264
44 C 3.08515 -0.11187 0.04928
45 C 4.49555 -0.10865 0.17751
46 C 5.34561 -1.02812 -0.49656
47 C 6.82656 -1.06834 -0.20984
48 C 4.78371 -1.73123 -1.54726
49 C 3.47799 -1.48173 -1.97864
50 C 2.56932 -0.74297 -1.18112
51 N 1.20035 -0.61356 -1.45300
52 C 0.82112 -1.01964 -2.79039
53 C 1.14965 -0.17410 -3.87735
54 C 1.98058 1.10066 -3.70476
55 C 0.59697 -0.45863 -5.15740
56 C -0.20491 -1.55957 -5.41160
57 C -0.80786 -1.75924 -6.77718
58 C -0.32344 -2.42423 -4.37777
59 C 0.17850 -2.28659 -3.08320
60 C -0.14595 -3.29593 -2.02370
61 H 3.49432 -0.01174 4.59982
62 H 3.91602 1.38795 3.70144
63 H 4.38081 -0.12908 3.01388
64 H 2.08396 -0.90201 2.75108
65 H 1.51383 1.31794 4.55034
66 H 0.57606 -0.15309 4.42736
67 H 0.22952 1.25421 3.45973
68 H 3.45396 2.51112 2.07744
69 H 2.17087 3.02636 -0.72684
70 H 3.91946 2.65380 -0.27626
71 H 3.20194 4.16771 0.09364
72 H 1.65512 4.47877 1.79807
73 H 1.91700 3.52914 3.28029
74 H 0.54463 3.19707 2.19062
75 H 4.91060 0.61157 0.83787
76 H 7.33272 -0.16794 -0.58890
77 H 7.34253 -1.94626 -0.68016
78 H 7.05200 -1.15666 0.86247
79 H 5.39066 -2.51104 -2.02229
80 H 3.08354 -1.92291 -2.85886
81 H 1.89282 1.56965 -2.76219
82 H 1.79400 1.81339 -4.49377
83 H 3.07246 0.86546 -3.66784
84 H 0.72435 0.28662 -5.93434
85 H -0.23717 -2.46214 -7.39680
86 H -0.93944 -0.78680 -7.23543
87 H -1.80011 -2.18448 -6.55089
88 H -0.83961 -3.37022 -4.55754
89 H -0.26961 -4.27478 -2.52607
90 H -1.13093 -3.06399 -1.46108
91 H 0.72742 -3.31869 -1.33744
92 Br -4.20937 1.30344 -2.18638
93 C -4.93468 -0.06734 -1.07955
94 C -6.34924 0.06887 -0.88758
95 C -7.06100 -0.96474 -0.26615
96 C -6.36602 -2.01437 0.37962
97 C -4.96690 -2.01964 0.31728
98 C -4.22987 -1.12595 -0.50730
99 C -2.68315 -1.39618 -0.68381
100 O -2.47249 -2.60599 -0.79773
101 O -1.91147 -0.33024 -0.80522
102 H -6.84430 0.85360 -1.39573
103 H -8.09850 -0.97067 -0.30530
104 H -6.93941 -2.67712 1.01658
105 H -4.42910 -2.75303 0.91035

Cartesian forces, eV/Å:
-0.108 -1.241 1.636
-1.039 -0.389 2.872
0.516 -1.560 0.810
-0.467 1.067 -2.431
0.742 -1.347 0.399
-2.165 2.269 -1.925
0.589 1.894 1.568
1.074 0.780 -0.414
-0.703 -1.063 0.824
-0.445 0.296 -0.413
-1.020 5.016 -0.576
-0.221 -3.855 0.182
0.350 -0.537 0.170
1.645 1.060 -0.541
0.332 -0.608 -0.529
0.714 0.911 -0.718
-0.029 -0.535 -0.345
-0.318 -1.765 1.198
0.795 -0.419 0.154
-0.033 0.187 -0.174
-1.063 -0.041 1.065
0.178 1.114 0.084
-0.400 0.227 -0.775
1.827 -1.190 -0.727
0.079 0.077 -1.967
0.226 0.296 0.078
-0.153 -0.178 0.379
0.354 -0.798 -0.471
-0.825 -0.292 0.547
0.266 0.517 -0.103
-1.305 0.082 0.208
0.046 -0.258 0.872
0.270 -1.060 0.017
0.482 0.382 -0.851
0.097 -0.684 0.053
-0.069 0.868 0.089
-0.661 -0.592 1.733
-0.038 -0.393 -0.625
0.277 -0.943 -0.860
0.826 1.106 1.378
1.665 -1.042 -1.115
-0.277 -0.356 0.117
-2.030 0.236 0.224
1.534 0.119 -1.688
-1.346 -1.004 -0.192
-0.360 1.216 0.101
0.626 -0.788 -0.003
-0.298 -0.475 -0.382
-0.137 0.049 1.170
-0.090 0.873 1.606
1.123 0.247 0.117
-0.394 -0.944 -1.023
-0.640 0.298 -0.231
1.153 -1.513 -0.393
0.391 0.877 0.987
1.442 1.386 -0.624
-0.712 -0.540 1.175
-0.468 -2.444 1.079
-0.368 2.353 0.507
0.448 -0.168 -0.096
0.288 0.083 -1.346
-0.289 0.609 -0.291
-0.061 -0.339 -0.110
-0.184 -0.037 0.249
0.540 0.875 1.261
0.206 0.016 -0.110
-0.155 -0.021 -0.581
-0.395 -0.244 -0.880
0.553 -0.193 0.432
-0.572 -0.130 -0.169
0.027 0.773 0.203
0.155 0.116 0.128
-0.057 -0.038 -0.245
0.950 0.081 0.025
0.484 0.244 0.854
-0.219 -0.177 0.123
-0.656 0.726 0.199
-0.216 0.208 -0.218
-0.281 0.506 -0.194
-0.133 -0.522 -0.659
-0.732 0.551 1.048
-0.030 0.147 -0.207
-0.582 -0.073 -0.589
0.232 -0.004 -0.051
-0.139 0.309 0.074
0.042 -0.032 -0.408
0.201 0.047 -0.675
-0.089 0.154 0.024
0.195 0.296 0.391
1.833 -0.176 -0.797
-0.750 -0.390 -0.244
0.309 -0.207 0.126
-1.449 0.046 0.620
1.313 -2.149 -0.083
2.629 0.141 -0.020
0.515 1.546 -0.258
-0.470 -0.047 -0.308
0.459 0.574 0.544
-1.403 1.582 -0.788
0.206 0.932 0.872
-2.323 -3.139 -0.593
-0.475 0.683 -0.268
-1.774 0.170 0.185
0.285 -0.279 -0.161
0.124 -0.002 -0.315